No. 1
{"formula": "C20H30BCl6F10N7NiO4S2", "method": "wB97M-V/def2-TZVPD", "charge": 0, "orbital_gap_ev": [9.65, 7.63], "multiplicity": 3, "e_above_lowest_kj_mol": 0.0, "symbols": ["Ni", "B", "F", "F", "F", "F", "C", "F", "F", "F", "S", "O", "O", "N", "S", "O", "O", "C", "F", "F", "F", "C", "C", "N", "H", "H", "H", "C", "C", "N", "H", "H", "H", "C", "C", "N", "H", "H", "H", "C", "C", "N", "H", "H", "H", "C", "C", "N", "H", "H", "H", "C", "C", "N", "H", "H", "H", "Cl", "C", "C", "Cl", "H", "H", "H", "H", "Cl", "C", "C", "Cl", "H", "H", "H", "H", "Cl", "C", "C", "Cl", "H", "H", "H", "H"], "positions_angstrom": [[2.54257, -17.77091, -4.50400], [2.96707, -18.57584, -6.99943], [2.87645, -19.34443, -5.77170], [2.09165, -19.02069, -7.94137], [2.54422, -17.25562, -6.54879], [4.27313, -18.56930, -7.43818], [2.31219, -14.04072, -6.19262], [3.58951, -14.06380, -5.83728], [1.90603, -12.77206, -6.31967], [2.09293, -14.64754, -7.33228], [1.25327, -14.82088, -4.81575], [0.70728, -13.78708, -3.99941], [0.24999, -15.60764, -5.46002], [2.38067, -15.86608, -4.04685], [3.01057, -15.04070, -2.82520], [4.19286, -15.75254, -2.40771], [3.19432, -13.64342, -3.02770], [1.87448, -15.23156, -1.34291], [1.03860, -14.20580, -1.27020], [1.23176, -16.38713, -1.40088], [2.63443, -15.19012, -0.25032], [-2.47042, -14.45315, -1.54285], [-2.01229, -15.54036, -2.40938], [-1.65575, -16.40750, -3.06639], [-1.60572, -14.14080, -0.95607], [-3.20538, -14.80898, -0.82462], [-2.86639, -13.65846, -2.16712], [-1.93959, -12.68176, -5.63554], [-2.27144, -13.87296, -6.39464], [-2.53769, -14.82818, -6.96180], [-1.80179, -12.96965, -4.59321], [-2.74543, -11.94869, -5.57228], [-1.07755, -12.19305, -6.08126], [-1.08997, -18.87375, -0.50547], [-0.73346, -19.84024, 0.52934], [-0.45804, -20.58336, 1.35589], [-1.83990, -19.32744, -1.15095], [-0.21941, -18.62928, -1.10946], [-1.49153, -17.97046, -0.05367], [4.68974, -18.65435, -0.93749], [3.54522, -18.58885, -1.82178], [2.66046, -18.56136, -2.54217], [4.62930, -17.82091, -0.23809], [5.59667, -18.62125, -1.53249], [4.61174, -19.56423, -0.34230], [7.08411, -17.44012, -5.76935], [5.79395, -17.52479, -5.12486], [4.79106, -17.62888, -4.59446], [7.16730, -16.49625, -6.30522], [7.11262, -18.22512, -6.52615], [7.89863, -17.55178, -5.06176], [2.61042, -10.78527, -3.20930], [2.27599, -9.44659, -3.69287], [2.05958, -8.37837, -4.05278], [2.45019, -10.76774, -2.13304], [3.64138, -11.04581, -3.43677], [1.99183, -11.52774, -3.70662], [2.79259, -17.72984, 1.72390], [1.62678, -17.24242, 3.00745], [1.42584, -15.75327, 2.93754], [0.01478, -15.28477, 3.92794], [2.05509, -17.55483, 3.95244], [0.73625, -17.79458, 2.72840], [1.20123, -15.41990, 1.92780], [2.29400, -15.18692, 3.26427], [-2.69100, -18.90136, -10.02150], [-2.41974, -17.72490, -8.71413], [-0.97069, -17.54970, -8.33291], [-0.10087, -16.64743, -9.61019], [-2.99615, -18.08484, -7.86450], [-2.82885, -16.75974, -9.00190], [-0.56022, -18.56065, -8.31842], [-0.78686, -17.06740, -7.38014], [2.62179, -12.45326, 1.29232], [4.09456, -12.19639, 0.30986], [5.19683, -13.06296, 0.84907], [6.70797, -12.88357, -0.06430], [4.32713, -11.13226, 0.29404], [3.79075, -12.40077, -0.71750], [4.91258, -14.11251, 0.85474], [5.39692, -12.78314, 1.88208]]}

---

No. 2
{"formula": "C20H30BN10O6PPbS3", "method": "wB97M-V/def2-TZVPD", "charge": 0, "orbital_gap_ev": 7.54, "e_above_lowest_kj_mol": 44.5, "symbols": ["Pb", "C", "C", "N", "N", "C", "B", "N", "C", "C", "C", "N", "N", "C", "C", "C", "N", "H", "H", "H", "H", "H", "H", "H", "H", "H", "H", "O", "N", "N", "O", "C", "C", "C", "C", "C", "C", "H", "H", "H", "H", "H", "C", "N", "C", "N", "S", "H", "H", "H", "H", "H", "H", "C", "P", "C", "C", "O", "H", "H", "H", "H", "H", "H", "H", "H", "H", "O", "S", "O", "O", "S"], "positions_angstrom": [[0.00358, -0.03553, 0.69532], [0.95392, 0.97964, 5.23072], [0.10284, 0.81253, 4.13154], [0.80475, 0.53240, 3.04258], [2.10077, 0.49628, 3.40452], [2.21658, 0.76434, 4.71532], [3.18782, -0.01017, 2.43307], [3.26159, 0.85801, 1.16082], [4.26624, 1.65607, 0.76622], [3.90787, 2.25959, -0.42249], [2.63018, 1.76142, -0.68685], [2.25633, 0.91933, 0.26811], [2.83281, -1.46213, 2.04378], [3.56282, -2.57500, 2.20852], [2.83461, -3.64970, 1.73769], [1.64054, -3.08099, 1.28671], [1.65148, -1.76735, 1.47567], [0.69012, 1.20472, 6.24926], [-0.97306, 0.85149, 4.06830], [3.18595, 0.76757, 5.18465], [4.25581, 0.00859, 2.98281], [5.16154, 1.73135, 1.35975], [4.48237, 2.95739, -1.00507], [1.95196, 1.99220, -1.49323], [4.54076, -2.52004, 2.65609], [3.12191, -4.68616, 1.73047], [0.78006, -3.54407, 0.83512], [-2.82591, 1.25672, -0.47784], [-2.80708, 0.95756, -1.81949], [-1.64517, 1.15698, -2.27241], [-0.63760, 1.47667, -1.61192], [-1.50167, 0.95651, -3.71428], [-2.61215, 0.86792, -4.53818], [-2.40896, 0.63682, -5.88943], [-1.12265, 0.50065, -6.39457], [-0.02762, 0.60244, -5.54913], [-0.21073, 0.83413, -4.19392], [-3.60618, 0.97607, -4.13093], [-3.26313, 0.56802, -6.54930], [-0.97410, 0.32310, -7.45139], [0.97528, 0.50485, -5.94298], [0.61640, 0.91911, -3.50425], [-1.60908, 3.88246, 4.64697], [-0.66341, 3.84169, 3.55604], [-0.94047, 3.42620, 2.30986], [-2.20682, 3.03581, 2.06831], [0.23222, 3.40552, 1.10951], [-1.10209, 4.25347, 5.53372], [-2.00124, 2.88886, 4.88428], [-2.44414, 4.55001, 4.42316], [0.30178, 4.07193, 3.71602], [-2.82954, 2.76760, 2.81187], [-2.38067, 2.63607, 1.16147], [-2.21198, -2.42038, -2.57498], [-0.53234, -2.83752, -2.09950], [-0.62382, -4.52209, -1.46937], [0.40090, -2.93125, -3.63777], [0.11411, -1.92578, -1.10281], [-2.64131, -3.22989, -3.16819], [-2.21317, -1.51937, -3.18540], [-2.80450, -2.26199, -1.67417], [-1.02845, -5.20780, -2.21411], [-1.26898, -4.52369, -0.58951], [0.37570, -4.84984, -1.18294], [-0.11707, -3.54658, -4.37439], [1.38617, -3.35283, -3.43931], [0.52292, -1.92507, -4.03894], [-2.35091, -0.18011, 2.27751], [-3.31771, -0.86481, 1.42500], [-4.50946, -1.34578, 2.06855], [-2.66683, -1.74122, 0.46781], [-4.23067, 0.66705, 0.27195]]}

---

No. 3
{"formula": "C20H30BrCrF5N8O", "method": "wB97M-V/def2-TZVPD", "charge": 3, "orbital_gap_ev": [6.01, 6.81], "multiplicity": 4, "symbols": ["Cr", "C", "C", "C", "C", "C", "Br", "N", "C", "H", "H", "H", "H", "H", "H", "C", "N", "C", "C", "N", "C", "C", "N", "C", "C", "N", "C", "N", "C", "C", "C", "N", "C", "H", "H", "H", "H", "H", "H", "H", "H", "H", "H", "H", "H", "H", "H", "H", "H", "H", "H", "H", "H", "H", "H", "H", "H", "F", "C", "F", "C", "F", "F", "F", "O", "N"], "positions_angstrom": [[10.80265, 10.18934, 9.54542], [15.12138, 7.78375, 11.60609], [14.00231, 7.73842, 10.57500], [13.82625, 6.65143, 9.71056], [12.63303, 6.52084, 8.98748], [11.68142, 7.51833, 8.99736], [9.89889, 7.31087, 8.22062], [12.00447, 8.66043, 9.69418], [13.08236, 8.77330, 10.47629], [15.29762, 6.86251, 12.10200], [14.86506, 8.58155, 12.32473], [16.05771, 8.06100, 11.14075], [14.58388, 5.85892, 9.62396], [12.40346, 5.66694, 8.32317], [13.11197, 9.62269, 11.14940], [6.43788, 12.90234, 10.17051], [7.36220, 13.91693, 9.70657], [6.99762, 15.30971, 9.83269], [8.22636, 16.01987, 9.31699], [9.00479, 14.97048, 8.71951], [10.21070, 15.29481, 7.95824], [8.53793, 13.77190, 9.05783], [9.11849, 12.57116, 8.77480], [8.52789, 11.47516, 7.98593], [9.50225, 10.86282, 6.92244], [10.73017, 10.35036, 7.53575], [11.90397, 10.60408, 6.96372], [12.21277, 10.27322, 5.67709], [11.49171, 9.35978, 4.82108], [13.47630, 10.88083, 5.30957], [14.16162, 11.07310, 6.63502], [13.04250, 11.17929, 7.55854], [13.36283, 11.47968, 8.95652], [5.87508, 13.32072, 11.02880], [6.99035, 12.01817, 10.50518], [5.72212, 12.66930, 9.38750], [6.68060, 15.55692, 10.85005], [6.12184, 15.48159, 9.17943], [8.80624, 16.54548, 10.09728], [7.91867, 16.88711, 8.65040], [10.77912, 16.04768, 8.53778], [9.97457, 15.66431, 6.96445], [10.82882, 14.41314, 7.77718], [7.64007, 11.75974, 7.44003], [8.16683, 10.68392, 8.71406], [9.79417, 11.59220, 6.16117], [8.98173, 10.06907, 6.41089], [10.60704, 9.76808, 4.35002], [11.23857, 8.49749, 5.41722], [12.14132, 9.01187, 3.98869], [13.34022, 11.84216, 4.81048], [14.08757, 10.26759, 4.63901], [14.78921, 11.96427, 6.73364], [14.79570, 10.19324, 6.86694], [12.41757, 11.48390, 9.55939], [14.02090, 10.71618, 9.42222], [13.81128, 12.48769, 9.03890], [9.39505, 10.96664, 12.01190], [10.41483, 10.09470, 11.71830], [11.49394, 10.27356, 12.67961], [9.83229, 8.73459, 12.28053], [8.69588, 8.29563, 11.60599], [9.47557, 8.85089, 13.58020], [10.75848, 7.73308, 12.16891], [10.39202, 13.10005, 10.52805], [10.14077, 12.21016, 9.65710]]}

---

No. 4
{"formula": "C20H30CaNO18", "method": "wB97M-V/def2-TZVPD", "charge": 1, "orbital_gap_ev": 6.79, "e_above_lowest_kj_mol": 97.8, "symbols": ["Ca", "N", "O", "O", "O", "C", "C", "C", "O", "C", "O", "O", "H", "H", "H", "H", "H", "H", "C", "C", "C", "O", "C", "O", "O", "H", "H", "H", "H", "H", "H", "C", "C", "C", "O", "C", "O", "O", "H", "H", "H", "H", "H", "H", "C", "C", "C", "O", "C", "O", "O", "H", "H", "H", "H", "H", "H", "C", "C", "C", "O", "C", "O", "O", "H", "H", "H", "H", "H", "H"], "positions_angstrom": [[2.01323, -2.12602, 1.70017], [1.05263, -0.34404, -0.44722], [0.61578, 0.45084, -1.25994], [0.28265, -1.00209, 0.30867], [2.28053, -0.41671, -0.15479], [4.37193, 1.78557, -1.82776], [4.01073, 2.89895, -0.86625], [3.68013, 2.47386, 0.55868], [4.58341, 3.26943, 1.34252], [5.40950, 4.00382, 0.53775], [6.27951, 4.68299, 0.95926], [5.10717, 3.80343, -0.76225], [4.44408, 2.15003, -2.85519], [3.59184, 1.02468, -1.88746], [5.33377, 1.33320, -1.58226], [3.19072, 3.48509, -1.29066], [3.94701, 1.43671, 0.77077], [2.63473, 2.67598, 0.78478], [-3.67721, -4.03076, 4.77235], [-3.24566, -3.28002, 3.51402], [-3.39345, -1.74975, 3.49087], [-2.04876, -1.30041, 3.30247], [-1.21750, -2.34247, 3.17062], [-0.04418, -2.17262, 2.91736], [-1.84302, -3.47935, 3.29039], [-3.52079, -5.08106, 4.53710], [-4.71337, -3.81625, 5.02919], [-3.10303, -3.73625, 5.65311], [-3.78563, -3.76145, 2.69675], [-3.76665, -1.39389, 4.45072], [-4.06803, -1.43255, 2.69812], [3.23466, -1.71214, -4.29234], [2.22558, -0.92996, -5.11566], [1.66508, 0.34330, -4.43333], [1.79737, 1.33924, -5.41400], [2.70649, 0.95768, -6.34022], [3.25870, 1.65142, -7.13268], [2.91016, -0.36411, -6.23388], [3.68817, -2.54374, -4.82667], [2.73713, -2.14538, -3.42125], [4.00146, -0.98239, -4.02988], [1.39634, -1.52640, -5.50546], [2.23604, 0.50957, -3.51575], [0.62161, 0.20968, -4.15640], [-1.56570, 1.69231, 1.77788], [-1.78317, 2.99071, 2.50862], [-1.66371, 3.00684, 4.01412], [-0.98210, 4.20812, 4.29363], [-0.47916, 4.74465, 3.16655], [0.12771, 5.75604, 3.07174], [-0.75258, 3.92342, 2.12055], [-2.32130, 0.95791, 2.05886], [-0.57338, 1.25187, 1.88142], [-1.68087, 1.82313, 0.69952], [-2.67839, 3.53463, 2.18645], [-1.11791, 2.13831, 4.40247], [-2.63920, 2.92669, 4.49684], [-2.38965, -1.92623, -2.70229], [-2.41263, -2.41223, -1.26603], [-2.89858, -1.37150, -0.23685], [-4.17671, -1.84832, 0.15830], [-4.38927, -3.09886, -0.29750], [-5.30043, -3.81863, -0.10011], [-3.36829, -3.44476, -1.12353], [-3.39655, -1.65262, -3.02487], [-2.01807, -2.72142, -3.34819], [-1.77028, -1.03858, -2.84048], [-1.40468, -2.78054, -1.06560], [-3.03580, -0.34596, -0.57709], [-2.21017, -1.31063, 0.61118]]}